The following is a quantum chemistry calculation of a single C28H31N5O6 molecule, from the Open Molecules 2025 dataset.

```
70
Properties=species:S:1:pos:R:3
C 8.987 0.782 -4.416
O 7.608 0.621 -4.637
C 6.765 0.724 -3.574
C 7.151 0.960 -2.261
C 6.198 1.048 -1.259
C 4.844 0.896 -1.522
O 3.880 0.982 -0.557
C 4.245 1.403 0.743
C 4.444 0.651 -2.851
C 3.034 0.503 -3.306
O 2.720 0.665 -4.481
N 2.126 0.163 -2.373
C 0.725 0.042 -2.705
C 0.435 -1.328 -3.371
C -0.357 -1.147 -4.662
N 0.343 -0.510 -5.614
O -1.499 -1.535 -4.799
C -0.171 0.284 -1.518
C -1.543 0.018 -1.633
C -2.396 0.202 -0.575
C -1.945 0.664 0.679
N -2.775 0.709 1.754
C -2.372 0.348 3.091
C -3.178 -0.881 3.539
N -4.597 -0.632 3.445
C -5.474 -1.281 4.311
C -5.224 -1.263 5.686
C -6.101 -1.852 6.573
C -7.257 -2.465 6.119
C -7.520 -2.482 4.761
C -6.642 -1.903 3.864
C -4.984 -0.333 2.087
C -4.198 0.909 1.648
C -0.581 1.031 0.748
N -0.039 1.769 1.835
O 1.175 1.752 1.988
O -0.791 2.429 2.533
C 0.282 0.813 -0.332
C 5.408 0.579 -3.846
H 9.218 1.774 -4.014
H 9.457 0.673 -5.392
H 9.379 0.015 -3.739
H 8.189 1.083 -1.995
H 6.537 1.237 -0.253
H 4.880 0.662 1.237
H 4.757 2.369 0.718
H 3.312 1.505 1.296
H 2.431 -0.049 -1.437
H 0.525 0.830 -3.447
H -0.116 -1.983 -2.696
H 1.385 -1.804 -3.621
H -0.102 -0.297 -6.491
H 1.256 -0.110 -5.411
H -1.934 -0.361 -2.565
H -3.435 -0.059 -0.698
H -1.316 0.080 3.116
H -2.539 1.189 3.772
H -2.908 -1.136 4.562
H -2.898 -1.729 2.888
H -4.343 -0.766 6.065
H -5.885 -1.823 7.631
H -7.944 -2.922 6.815
H -8.415 -2.959 4.390
H -6.865 -1.954 2.810
H -6.049 -0.103 2.052
H -4.771 -1.171 1.403
H -4.465 1.201 0.634
H -4.462 1.731 2.324
H 1.306 1.129 -0.210
H 5.089 0.411 -4.862
```

As for the HOMO energy: -0.2910 Ha. The value obtained for the energy relative to the best compared isomer or geometry (same formula, charge and spin) is 133.54 kcal/mol. The calculation puts the total energy at -49272.511 eV. As for the SMILES: COc1ccc(OC)c(C(=O)N[C@@H](CC(N)=O)c2ccc(N3CCN(c4ccccc4)CC3)c([N+](=O)[O-])c2)c1. As for the LUMO energy: -0.5 eV.

Let us look at the Löwdin charges, expressed in e, one per atom: -0.090 -0.080 -0.266 -0.006 -0.009 -0.209 -0.119 -0.056 -0.040 -0.401 0.044 0.120 -0.236 -0.037 -0.565 0.176 0.037 -0.150 0.006 0.016 -0.143 -0.087 -0.131 -0.129 -0.110 -0.229 -0.031 -0.091 -0.107 -0.092 -0.033 -0.150 -0.123 -0.080 -0.348 0.048 0.079 0.063 0.074 0.096 0.093 0.095 0.106 0.105 0.100 0.104 0.067 0.128 0.160 0.124 0.127 0.116 0.067 0.116 0.110 0.126 0.131 0.115 0.136 0.106 0.102 0.097 0.102 0.099 0.123 0.132 0.121 0.137 0.109 0.133

The following is a quantum chemistry calculation of 9 unconnected molecules or ions with the total composition C16H37Br4Cl3F3O8S, from the Open Molecules 2025 dataset.

```
72
Properties=species:S:1:pos:R:3
O 0.174 -0.149 -0.143
H 0.586 0.711 -0.254
H -0.607 -0.201 -0.699
H -0.149 -0.315 0.746
O -2.793 1.502 0.805
H -2.602 0.769 1.394
H -2.273 2.278 1.028
H -2.647 1.263 -0.114
C -3.131 -2.304 2.528
C -2.027 -1.251 3.020
C -1.104 -1.899 4.076
O -1.411 -0.474 1.992
H -3.974 -1.891 1.974
H -3.540 -2.960 3.296
H -2.607 -3.034 1.911
H -2.528 -0.547 3.685
H -0.541 -1.071 4.508
H -0.449 -2.579 3.531
H -1.696 -2.331 4.883
C -2.512 -1.709 -1.099
C -2.638 -0.505 -2.084
C -4.048 -0.203 -2.524
O -2.015 0.678 -1.646
H -1.484 -2.033 -0.936
H -2.999 -2.583 -1.530
H -3.011 -1.607 -0.135
H -2.140 -0.913 -2.963
H -4.622 0.154 -1.669
H -4.444 -1.170 -2.836
H -4.038 0.485 -3.369
C 1.039 4.947 -0.158
F 1.946 4.698 0.803
F 0.285 5.836 0.331
F 1.627 5.489 -1.252
S -0.021 3.374 -0.602
O 0.925 2.234 -0.490
O -1.068 3.310 0.456
O -0.440 3.628 -1.974
C 4.851 -0.803 -0.045
Cl 6.292 0.043 -0.710
Cl 5.082 -2.530 -0.579
Cl 3.381 -0.066 -0.633
H 4.985 -0.734 1.035
C 2.609 0.890 -4.209
C 1.724 -0.143 -4.871
C 0.620 -0.295 -3.845
O 0.455 1.001 -3.415
C 1.625 1.831 -3.532
H 3.160 1.408 -4.995
H 3.219 0.447 -3.422
H 2.259 -1.080 -5.027
H 1.263 0.184 -5.803
H 0.829 -0.965 -3.011
H -0.292 -0.717 -4.267
H 2.068 2.142 -2.586
H 1.364 2.748 -4.059
Br -0.298 -5.673 1.170
C 1.240 -4.592 1.779
C 1.091 -3.224 1.100
Br 2.355 -2.047 1.968
H 2.083 -5.150 1.371
H 1.380 -4.649 2.858
H 0.087 -2.855 1.307
H 1.288 -3.146 0.030
Br -1.065 2.904 4.154
C 0.772 3.036 3.689
C 1.263 1.645 3.347
Br 3.144 1.606 2.545
H 1.422 3.327 4.515
H 0.944 3.691 2.836
H 0.579 1.190 2.631
H 1.199 0.947 4.182
```

As for the HOMO energy: -0.1847 Ha. As for the total charge: -1. The value obtained for the energy relative to the best compared isomer or geometry (same formula, charge and spin) is 18.92 kcal/mol. The calculation puts the total energy at -370296.254 eV. As for the LUMO energy: 2.1 eV.

Let us look at the Löwdin charges, expressed in e, one per atom: 0.182 0.019 0.063 0.053 0.226 0.076 0.058 0.058 -0.065 -0.548 -0.071 -0.322 0.056 0.054 0.044 0.094 0.059 0.044 0.071 -0.060 -0.601 -0.080 -0.280 0.059 0.066 0.047 0.094 0.070 0.062 0.076 -0.673 0.098 0.181 0.114 0.615 -0.369 -0.342 -0.277 -1.510 0.476 0.453 0.567 -0.013 -0.174 -0.169 -0.252 -0.134 -0.188 0.108 0.074 0.106 0.114 0.111 0.111 0.086 0.120 0.583 -0.673 -0.682 0.678 0.042 0.052 0.018 0.067 0.708 -0.718 -0.625 0.544 0.060 0.039 0.019 0.052

The following is a quantum chemistry calculation of a molecular structure, C3H3ClN2S2Si, from the Open Molecules 2025 dataset.

```
12
Properties=species:S:1:pos:R:3
C -0.693 2.541 1.153
C -0.764 -2.184 1.904
C 1.265 -0.390 -1.519
N -0.943 3.674 0.940
N -0.488 -2.010 3.012
Si -0.230 0.137 -0.479
S -0.256 1.011 1.594
S -1.254 -2.409 0.294
Cl -1.576 1.078 -1.555
H 1.894 0.392 -1.839
H 1.903 -1.083 -0.937
H 1.142 -0.755 -2.568
```

Its spin multiplicity is 3. As for the HOMO energy (spin up / spin down): -0.2436 / -0.3637 Ha. The calculation puts the total energy at -48207.678 eV. As for the LUMO energy (spin up / spin down): 0.1 / -4.3 eV. The expectation value of S² is 2.02.

Let us look at the Löwdin charges, expressed in e, one per atom: -0.853 -0.770 -0.287 0.081 0.125 -0.112 0.638 0.745 0.356 -0.006 0.032 0.050

The following is a quantum chemistry calculation of a molecular structure, C34H44BBrN13O2PPt, from the Open Molecules 2025 dataset.

```
97
Properties=species:S:1:pos:R:3
Pt 1.613 -0.716 0.738
C -1.825 -0.093 1.904
C -1.634 -0.880 0.650
C -2.610 -1.364 -0.217
C -1.926 -2.028 -1.219
N -0.612 -1.955 -0.959
N -0.436 -1.263 0.196
B 0.661 -2.418 -1.722
N 1.529 -3.235 -0.693
C 1.850 -4.535 -0.660
C 2.727 -4.752 0.388
C 2.910 -3.508 0.986
C 3.774 -3.136 2.145
N 2.168 -2.610 0.322
N 1.500 -1.148 -2.085
C 1.834 -0.683 -3.294
C 2.638 0.429 -3.137
C 2.770 0.616 -1.765
C 3.589 1.621 -1.031
N 2.064 -0.346 -1.154
N 0.418 -3.231 -2.944
C 1.359 -3.870 -3.704
C 0.774 -4.233 -4.879
C -0.559 -3.755 -4.788
C -1.645 -3.874 -5.803
N -0.758 -3.144 -3.637
H -2.635 0.622 1.768
H -0.928 0.461 2.174
H -2.119 -0.737 2.738
H -3.675 -1.241 -0.127
H -2.259 -2.538 -2.106
H 1.452 -5.218 -1.392
H 3.199 -5.681 0.660
H 4.681 -3.738 2.140
H 3.280 -3.323 3.102
H 4.072 -2.087 2.094
H 1.491 -1.185 -4.184
H 3.090 1.022 -3.913
H 3.824 2.456 -1.688
H 4.535 1.179 -0.713
H 3.077 2.008 -0.152
H 2.371 -4.011 -3.358
H 1.224 -4.773 -5.694
H -1.697 -4.889 -6.195
H -1.460 -3.207 -6.645
H -2.607 -3.619 -5.364
Br 0.092 5.527 4.472
C 0.154 5.027 2.662
C 0.012 5.985 1.661
N 0.043 5.676 0.369
C 0.217 4.405 0.029
C 0.355 3.380 0.956
C 0.328 3.704 2.306
C 0.474 1.983 0.449
O 1.166 1.181 1.257
O -0.024 1.653 -0.603
H -0.134 7.027 1.917
H 0.254 4.176 -1.031
H 0.404 2.939 3.067
C -5.067 6.170 -1.452
N -5.564 5.066 -2.401
C -4.547 4.932 -3.547
N -3.245 4.684 -3.040
C -2.840 5.761 -2.137
N -3.752 5.890 -1.002
C -3.688 4.734 -0.103
P -4.164 3.125 -0.912
C -5.743 3.764 -1.674
C -3.114 3.355 -2.430
H -5.776 6.226 -0.628
H -5.092 7.095 -2.030
H -6.461 5.354 -2.794
H -4.581 5.877 -4.089
H -4.895 4.122 -4.188
H -2.829 6.701 -2.690
H -1.837 5.568 -1.767
H -4.335 4.912 0.759
H -2.668 4.645 0.279
H -6.497 3.915 -0.901
H -6.135 3.037 -2.387
H -3.370 2.593 -3.169
H -2.071 3.186 -2.151
C 2.853 0.612 3.654
C 1.850 -0.408 3.807
C 1.305 -0.860 5.121
C 0.538 -1.907 4.858
C 0.580 -2.099 3.364
C -0.032 -3.222 2.698
N 1.314 -1.132 2.791
H 3.531 0.629 4.511
H 2.291 1.567 3.704
H 3.356 0.601 2.692
H 1.560 -0.409 6.068
H -0.010 -2.550 5.531
H -1.073 -3.308 3.041
H 0.440 -4.127 3.121
H 0.043 -3.208 1.619
```

Its spin multiplicity is 2. As for the HOMO energy (spin up / spin down): -0.5560 / -0.5560 Ha. As for the total charge: +3. The value obtained for the energy relative to the best compared isomer or geometry (same formula, charge and spin) is 31.38 kcal/mol. The calculation puts the total energy at -142669.901 eV. As for the LUMO energy (spin up / spin down): -11.8 / -11.8 eV. The expectation value of S² is 0.75.

Let us look at the Löwdin charges, expressed in e, one per atom: 1.480 -0.004 -0.323 0.020 -0.006 0.053 -0.024 -0.633 0.039 -0.011 0.030 -0.318 -0.009 -0.104 0.050 0.007 0.036 -0.294 0.006 -0.097 -0.021 -0.088 0.007 -0.329 -0.020 0.120 0.093 0.050 0.086 0.120 0.115 0.143 0.129 0.104 0.079 0.069 0.142 0.127 0.100 0.097 0.060 0.130 0.118 0.088 0.087 0.078 0.812 -0.666 -0.149 0.094 -0.096 -0.121 -0.064 -0.581 -0.259 0.085 0.119 0.123 0.097 -0.103 -0.072 -0.104 -0.143 -0.144 -0.141 -0.320 1.029 -0.274 -0.317 0.148 0.150 0.185 0.150 0.147 0.145 0.117 0.096 0.071 0.102 0.101 0.095 0.079 0.050 -0.152 0.090 0.095 -0.172 0.052 0.002 0.137 0.145 0.095 0.152 0.152 0.147 0.157 0.077